Entry 1:
Molecular formula: C24H23N8O2S2Ti
Method: DFT, ωB97M-V/def2-TZVPD

Atoms and positions in Å:
Ti: 0.1948 1.6295 -0.9617
C: 3.1773 -1.2025 -2.4630
C: 2.6000 0.1318 -2.0832
N: 1.5804 0.0353 -1.0821
C: 1.1694 -1.1906 -0.6819
C: 1.6873 -2.3518 -1.1510
N: 2.7355 -2.3330 -2.0695
C: 0.1957 -1.0786 0.4297
C: -0.1526 -2.0924 1.2833
C: -0.9533 -1.7783 2.4026
C: -1.3172 -0.4767 2.6266
C: -0.9323 0.5356 1.7073
N: -0.2310 0.1900 0.5982
C: -1.2088 1.9066 1.8340
C: -1.6840 2.5623 2.9738
N: -1.7440 3.8569 3.1543
C: -1.2251 4.5841 2.0855
C: -0.8463 4.0807 0.9050
N: -0.9875 2.6808 0.6279
C: -1.3615 -2.8418 3.3482
C: -0.5023 -3.8841 3.6845
C: -0.9280 -4.8509 4.5801
N: -2.1299 -4.8576 5.1532
C: -2.9502 -3.8614 4.8243
C: -2.6206 -2.8466 3.9415
H: 4.0171 -1.1907 -3.1556
H: 3.4073 0.8149 -1.7712
H: 1.3617 -3.3228 -0.8102
H: 0.1910 -3.0999 1.1031
H: -1.8894 -0.2091 3.5035
H: -1.9919 1.9469 3.8171
H: -1.1182 5.6500 2.2485
H: -0.4829 4.6910 0.0915
H: 0.4949 -3.9329 3.2677
H: -0.2639 -5.6630 4.8567
H: -3.9307 -3.8797 5.2881
H: -3.3437 -2.0785 3.7008
N: 1.9111 2.4084 0.3928
N: 2.4704 3.5439 -0.2244
C: 1.6366 4.1763 -1.1766
O: 1.8823 5.3175 -1.5067
O: 0.6792 3.4185 -1.6153
H: 1.5129 2.6220 1.3051
H: 2.5932 1.6642 0.4713
H: 2.9386 4.1990 0.3845
C: 1.5706 -1.0220 -5.3484
C: 0.9177 -0.2067 -4.2562
S: 1.9533 1.0531 -3.5601
C: -0.3281 -0.3923 -3.7970
C: -1.2022 -1.5226 -4.2774
S: -1.1872 0.6010 -2.6142
H: 2.1552 -1.8481 -4.9338
H: 2.2545 -0.3870 -5.9122
H: 0.8490 -1.4370 -6.0510
H: -0.7754 -2.0825 -5.1064
H: -2.1815 -1.1378 -4.5674
H: -1.3656 -2.2135 -3.4470
C: -1.7385 2.2723 -0.5177
H: -2.0078 3.1052 -1.1605
H: -2.5558 1.5949 -0.2887

Molecular weight, g/mol: 567.5
ΔE to the lowest compared entry with this formula, charge and spin, kcal/mol: 7.82
Energy, Eh: -3162.8886
HOMO-LUMO gap, eV: 6.1
Net charge: -1
HOMO level, eV: -3.988
Spin multiplicity: 1

Entry 2:
Molecular formula: C24H23NOS
Method: DFT, ωB97M-V/def2-TZVPD

Atoms and positions in Å:
C: 2.0066 2.5735 1.7687
O: 1.6965 2.3032 0.3938
C: 0.4606 1.8827 0.0246
C: 0.1576 1.7935 -1.3719
C: -1.1475 1.6187 -1.8031
C: -2.2080 1.5227 -0.8453
S: -3.7964 1.1954 -1.3308
C: -1.8657 1.3800 0.5226
C: -0.5610 1.5725 0.9605
H: 3.0098 2.9969 1.7229
H: 1.3210 3.2978 2.2201
H: 2.0203 1.6569 2.3667
H: 0.9788 1.9829 -2.0692
H: -1.3693 1.5667 -2.8772
H: -2.6584 1.1603 1.2383
H: -0.3423 1.5923 2.0230
C: -5.1741 5.0590 -5.6612
N: -5.7025 4.7520 -4.3608
C: -5.1473 3.8776 -3.4994
C: -5.9581 3.7826 -2.3268
C: -5.6382 3.0667 -1.1957
C: -6.4949 3.0191 -0.0277
C: -6.8429 4.2336 0.6271
C: -7.6796 4.2257 1.7325
C: -8.2480 3.0358 2.2142
C: -9.1850 3.0769 3.4059
C: -7.8972 1.8310 1.5713
C: -7.0125 1.8107 0.5081
C: -7.1309 4.6615 -2.5850
C: -8.3268 4.9765 -1.9493
C: -9.1894 5.9272 -2.5258
C: -8.9137 6.5333 -3.7536
C: -7.7457 6.1876 -4.4351
C: -6.8916 5.2722 -3.8338
H: -5.8224 5.8018 -6.1334
H: -4.1552 5.4582 -5.5741
H: -5.1377 4.1554 -6.2869
H: -4.1988 3.3814 -3.7257
H: -4.5567 2.6051 -1.1598
H: -6.4836 5.1722 0.2221
H: -7.9297 5.1617 2.2263
H: -9.4685 2.0617 3.6924
H: -8.7188 3.5650 4.2728
H: -10.1016 3.6374 3.1799
H: -8.3441 0.9138 1.9405
H: -6.7789 0.8733 0.0051
H: -8.6055 4.4841 -1.0160
H: -10.1144 6.2025 -1.9999
H: -9.6078 7.2576 -4.1718
H: -7.5030 6.6131 -5.4045

Molecular weight, g/mol: 373.5
ΔE to the lowest compared entry with this formula, charge and spin, kcal/mol: 76.55
Energy, Eh: -1456.3905
HOMO-LUMO gap, eV: 4.5
HOMO level, eV: -5.726
Spin multiplicity: 1

Entry 3:
Molecular formula: C24H24
Method: DFT, ωB97M-V/def2-TZVPD

Atoms and positions in Å:
C: -9.7741 -4.9822 8.3521
C: -10.1957 -6.3210 8.4725
C: -9.8765 -7.3232 7.6101
C: -9.0864 -7.0236 6.4958
C: -8.7770 -5.6741 6.2790
C: -8.9948 -4.7490 7.2517
H: -10.1553 -4.3494 9.1399
H: -10.6816 -6.6845 9.3659
H: -10.1457 -8.3374 7.8657
H: -8.6952 -7.7538 5.8029
H: -8.1795 -5.4957 5.3972
H: -8.6855 -3.7279 7.0841
C: -0.3651 -12.7432 4.6543
C: -0.9346 -11.7101 5.3914
C: -1.2571 -10.5144 4.8416
C: -0.8575 -10.2518 3.5611
C: -0.4928 -11.2429 2.7350
C: -0.2626 -12.5219 3.2967
H: -0.1129 -13.6998 5.0876
H: -1.1449 -11.8849 6.4362
H: -1.5960 -9.8303 5.6055
H: -1.0857 -9.2541 3.2161
H: -0.2513 -11.2246 1.6825
H: -0.1984 -13.4282 2.7127
C: -6.1160 -8.4240 8.8343
C: -4.8806 -8.7748 8.3116
C: -4.5715 -10.1086 8.1142
C: -5.3601 -11.1369 8.7362
C: -6.6129 -10.8436 9.1281
C: -7.0285 -9.4932 9.2092
H: -6.4220 -7.4085 9.0382
H: -4.1813 -7.9980 8.0396
H: -3.6593 -10.3761 7.6017
H: -5.0662 -12.1757 8.7049
H: -7.3119 -11.6087 9.4321
H: -8.0302 -9.1878 9.4730
C: -7.9431 -13.8964 13.3144
C: -6.8545 -13.8517 14.1803
C: -6.0190 -12.7298 14.3827
C: -6.2565 -11.5854 13.5968
C: -7.2554 -11.6247 12.6543
C: -8.1634 -12.6921 12.5935
H: -8.7485 -14.6159 13.3133
H: -6.7200 -14.6372 14.9093
H: -5.2169 -12.8801 15.0901
H: -5.6277 -10.7291 13.7913
H: -7.4755 -10.6678 12.2046
H: -9.0218 -12.6798 11.9383

Molecular weight, g/mol: 312.5
ΔE to the lowest compared entry with this formula, charge and spin, kcal/mol: 25.45
Energy, Eh: -928.8425
SMILES string: c1ccccc1.c1ccccc1.c1ccccc1.c1ccccc1
HOMO-LUMO gap, eV: 9.8
HOMO level, eV: -8.962
Spin multiplicity: 1

Entry 4:
Molecular formula: C24H24As2CsF6N6O7S2
Method: DFT, ωB97M-V/def2-TZVPD

Atoms and positions in Å:
Cs: -0.4119 0.0335 -2.0732
N: -0.8048 -1.5431 2.5163
C: -0.2057 -0.7695 1.6340
N: 1.0419 -0.9417 1.2222
C: 1.6913 -2.0039 1.6716
N: 2.9533 -2.2656 1.2010
N: 3.2871 -1.5018 0.2252
C: 4.0989 -0.5599 0.0370
C: 4.2243 0.0638 -1.2911
C: 5.3972 0.7098 -1.6430
C: 5.4815 1.2591 -2.9153
C: 4.3930 1.1548 -3.7548
C: 3.2411 0.5189 -3.2938
N: 3.1561 -0.0241 -2.0861
C: 1.1224 -2.9167 2.6202
C: 1.7804 -4.0601 3.1139
C: 1.1253 -4.8963 3.9756
C: -0.2053 -4.6274 4.3570
C: -0.8677 -3.5266 3.8887
C: -0.1928 -2.6544 3.0198
H: -1.8304 -1.3717 2.5833
H: -0.7911 0.0474 1.2320
H: 4.6932 -0.1868 0.8730
H: 6.2177 0.7801 -0.9393
H: 6.3761 1.7799 -3.2318
H: 4.3946 1.5958 -4.7400
H: 2.3507 0.4579 -3.9120
H: 2.7904 -4.2604 2.7853
H: 1.6198 -5.7826 4.3517
H: -0.7201 -5.3182 5.0124
H: -1.9045 -3.3331 4.1229
O: -4.6208 1.3740 1.2462
S: -3.6575 0.3395 0.9302
O: -3.1653 -0.3415 2.1331
O: -2.5902 0.7869 0.0395
C: -4.5890 -0.8970 -0.0117
C: -5.8313 -0.4525 -0.4539
C: -6.6596 -1.2573 -1.2204
C: -6.2477 -2.5337 -1.5577
C: -5.0135 -2.9897 -1.1228
C: -4.1728 -2.1941 -0.3508
S: -2.6291 -3.0030 0.1394
O: -2.7756 -3.2592 1.5693
O: -1.5654 -2.0457 -0.1713
O: -2.5686 -4.2077 -0.6617
H: -6.1341 0.5468 -0.1769
H: -7.6191 -0.8798 -1.5531
H: -6.8766 -3.1767 -2.1621
H: -4.6650 -3.9789 -1.3828
O: 1.7824 -1.6040 -6.6291
C: 1.1234 -1.1083 -5.7376
N: 0.4821 -0.6177 -4.8689
F: 1.1987 2.9434 -2.7353
As: 2.1702 4.3894 -2.8006
F: 3.0074 3.7888 -4.1997
F: 0.9957 5.1495 -3.8246
F: 3.1528 5.8261 -2.8352
F: 1.3369 5.0015 -1.3965
F: 3.3432 3.6224 -1.7601
C: 1.6101 3.8367 1.5525
As: 0.1317 2.7149 0.9155
C: -0.5938 2.3184 2.7072
C: -1.1566 4.1176 0.4800
H: 1.2411 4.6375 2.1969
H: 2.1295 4.2579 0.6954
H: 2.3041 3.2119 2.1182
H: -0.6964 3.2393 3.2850
H: 0.0767 1.6417 3.2422
H: -1.5714 1.8443 2.6146
H: -1.2229 4.8450 1.2914
H: -2.1270 3.6440 0.3291
H: -0.8389 4.6122 -0.4356

Molecular weight, g/mol: 969.4
ΔE to the lowest compared entry with this formula, charge and spin, kcal/mol: 22.53
Energy, Eh: -7671.7375
HOMO-LUMO gap (alpha / beta), eV: 6.4 / 4.7
Net charge: -2
HOMO level (alpha / beta), eV: -3.112 / -3.112
Spin multiplicity: 2